Entry 1:
# C36H65BaN2O7P2S2Si

A structure of composition C36H65BaN2O7P2S2Si in a non-equilibrium geometry (ωB97M-V with the def2-TZVPD basis set, OMol25).

Geometry (Å):
Ba: -0.4725 1.9330 1.1820
S: -2.9681 2.9520 2.2113
S: 1.8495 -0.3482 -2.8558
P: -0.5426 3.4274 -1.4463
P: -2.2312 0.6103 -1.3020
Si: 2.9521 -1.5039 -1.5969
O: 2.5415 -1.2019 -0.0243
O: 2.6966 -3.1445 -1.7149
O: -2.8380 3.6956 3.4422
O: 1.2523 3.2842 1.1072
O: 4.6135 -1.3834 -1.7773
O: -2.3350 3.5620 1.0542
O: -1.3691 -1.5879 1.0598
N: -2.4555 1.4729 2.3001
N: -0.8844 0.3775 3.5611
C: -3.7812 0.0657 -0.4480
C: 4.4574 -0.8352 1.3780
C: -1.6748 -3.6456 0.0142
C: 3.5166 -3.1407 1.1180
C: -0.4680 -0.1385 4.7156
C: 5.3424 -0.2731 -3.8130
C: -0.3753 5.2471 -1.2013
C: 1.7662 2.6061 2.0186
C: -2.8802 1.0780 4.6763
C: 6.8655 -0.6711 -1.8762
C: 3.0615 3.2195 2.5566
C: -2.3206 3.4204 -1.9614
C: -1.7653 -2.4363 2.1156
C: -6.5151 2.7013 0.2513
C: -2.7986 2.0309 -2.3906
C: -5.1630 2.8174 0.5217
C: 2.9868 -4.0834 -2.7352
C: 2.7610 -3.5125 -4.1362
C: 2.0423 -5.2658 -2.5082
C: -2.0803 0.9743 3.5195
C: 4.4433 -4.5449 -2.6012
C: 2.2422 -1.3796 2.3469
C: -2.1904 -3.7726 1.4631
C: 5.0359 1.0292 -1.6961
C: -1.1897 -0.0892 5.8902
C: -4.7218 2.9151 1.8317
C: -5.6419 2.9292 2.8664
C: -8.9182 2.5863 0.9735
C: -0.7495 -2.4324 0.0959
C: 0.2698 3.2380 -3.0854
C: -7.4507 2.7074 1.2829
C: -2.3448 -0.6464 -2.6544
C: 5.4308 -0.3284 -2.2842
C: -6.9972 2.8319 2.5921
C: 3.1755 -1.6467 1.1644
C: -2.4253 0.5533 5.8613
H: -1.4288 -0.5896 -3.2376
H: -1.0439 5.5415 -0.3913
H: -9.1398 1.6028 0.5548
H: 0.6490 5.4641 -0.8977
H: 0.3528 2.1732 -3.2996
H: -2.5629 -1.9426 2.6729
H: -6.8493 2.6043 -0.7753
H: 4.5898 -5.0678 -1.6534
H: 1.2828 3.6375 -3.0197
H: 1.0121 -4.9442 -2.6715
H: -3.2712 -3.9095 1.5012
H: 3.3753 2.7686 3.4970
H: -0.7997 -0.5154 6.8039
H: 4.9515 -1.1393 2.3031
H: 5.1342 -0.9947 0.5405
H: 1.9463 -0.3291 2.3707
H: -2.4160 -1.6472 -2.2281
H: -0.9279 -2.6012 2.8075
H: -0.2817 3.7537 -3.8754
H: -1.1500 -4.5372 -0.3267
H: 7.1345 -1.6576 -2.2585
H: -1.7261 -4.6129 1.9798
H: 4.2670 -3.3342 0.3519
H: 2.1387 -5.6188 -1.4797
H: -2.8644 3.7895 -1.0944
H: 0.2473 -2.7332 0.4284
H: 2.8775 -4.2949 -4.8897
H: 2.9203 4.2978 2.6768
H: 4.1966 0.2231 1.4363
H: -9.5258 2.7222 1.8671
H: -3.2171 -0.4597 -3.2861
H: 3.8962 -3.4689 2.0881
H: -0.6214 5.8036 -2.1081
H: 4.7117 -5.2112 -3.4237
H: -0.6258 -1.8689 -0.8274
H: 5.7135 1.8074 -2.0534
H: 7.5601 0.0680 -2.2794
H: -9.2179 3.3323 0.2362
H: 2.7818 -1.6347 3.2611
H: 1.3306 -1.9770 2.2892
H: 5.6622 -1.2254 -4.2439
H: -7.7123 2.8628 3.4054
H: 3.4731 -2.7105 -4.3295
H: -3.8268 1.5910 4.6160
H: -4.4432 2.8273 -0.2835
H: 1.7637 -3.0799 -4.2031
H: 5.9810 0.5246 -4.1995
H: -3.0257 0.6384 6.7592
H: 0.5112 -0.6064 4.6759
H: -2.5019 -3.4505 -0.6714
H: -3.6197 -0.9785 -0.1784
H: 2.6286 -3.7194 0.8644
H: -2.4732 4.1429 -2.7721
H: -3.8873 2.0088 -2.5115
H: 4.3098 -0.0820 -4.0997
H: 5.0895 -3.6683 -2.6132
H: 4.0149 1.2739 -1.9900
H: 6.9555 -0.6854 -0.7883
H: 3.8400 3.0532 1.8044
H: 5.0725 0.9944 -0.6067
H: -3.9421 0.6112 0.4753
H: -4.6619 0.1490 -1.0909
H: -5.2878 3.0526 3.8819
H: 2.2752 -6.0844 -3.1920
H: -2.3493 1.8071 -3.3620

Calculated values
LUMO: 2.04 eV
HOMO-LUMO gap: 6.3 eV
Spin multiplicity: 1
Total charge: -1
Relative energy (zero: lowest compared OMol25 entry of this formula, charge and spin): 98.0 kcal per mole

Here are the Löwdin charges for atoms 1 to 99, given in e: atom 1 (Ba): 1.826, atom 2 (S): 0.502, atom 3 (S): 0.247, atom 4 (P): 0.763, atom 5 (P): 0.844, atom 6 (Si): -0.219, atom 7 (O): -0.158, atom 8 (O): -0.176, atom 9 (O): -0.285, atom 10 (O): -0.513, atom 11 (O): -0.178, atom 12 (O): -0.527, atom 13 (O): -0.195, atom 14 (N): -0.410, atom 15 (N): 0.051, atom 16 (C): -0.279, atom 17 (C): -0.026, atom 18 (C): -0.146, atom 19 (C): -0.032, atom 20 (C): -0.141, atom 21 (C): -0.053, atom 22 (C): -0.275, atom 23 (C): -0.499, atom 24 (C): -0.016, atom 25 (C): -0.039, atom 26 (C): -0.123, atom 27 (C): -0.448, atom 28 (C): -0.214, atom 29 (C): -0.029, atom 30 (C): -0.419, atom 31 (C): -0.065, atom 32 (C): -0.657, atom 33 (C): -0.059, atom 34 (C): -0.039, atom 35 (C): -0.457, atom 36 (C): -0.032, atom 37 (C): -0.033, atom 38 (C): -0.143, atom 39 (C): -0.042, atom 40 (C): -0.077, atom 41 (C): -0.246, atom 42 (C): -0.054, atom 43 (C): -0.054, atom 44 (C): -0.193, atom 45 (C): -0.277, atom 46 (C): -0.273, atom 47 (C): -0.284, atom 48 (C): -0.659, atom 49 (C): -0.036, atom 50 (C): -0.635, atom 51 (C): -0.071, atom 52 (H): 0.017, atom 53 (H): 0.033, atom 54 (H): 0.082, atom 55 (H): 0.035, atom 56 (H): -0.020, atom 57 (H): 0.116, atom 58 (H): 0.118, atom 59 (H): 0.080, atom 60 (H): 0.043, atom 61 (H): 0.080, atom 62 (H): 0.099, atom 63 (H): 0.046, atom 64 (H): 0.094, atom 65 (H): 0.085, atom 66 (H): 0.057, atom 67 (H): 0.060, atom 68 (H): 0.019, atom 69 (H): 0.107, atom 70 (H): 0.039, atom 71 (H): 0.105, atom 72 (H): 0.079, atom 73 (H): 0.102, atom 74 (H): 0.076, atom 75 (H): 0.079, atom 76 (H): 0.032, atom 77 (H): 0.109, atom 78 (H): 0.081, atom 79 (H): 0.061, atom 80 (H): 0.079, atom 81 (H): 0.071, atom 82 (H): 0.043, atom 83 (H): 0.082, atom 84 (H): 0.037, atom 85 (H): 0.079, atom 86 (H): 0.096, atom 87 (H): 0.083, atom 88 (H): 0.080, atom 89 (H): 0.079, atom 90 (H): 0.084, atom 91 (H): 0.066, atom 92 (H): 0.079, atom 93 (H): 0.109, atom 94 (H): 0.064, atom 95 (H): 0.088, atom 96 (H): 0.082, atom 97 (H): 0.063, atom 98 (H): 0.079, atom 99 (H): 0.103



Entry 2:
# C21H27N3O4S

A structure of composition C21H27N3O4S in a non-equilibrium geometry (ωB97M-V with the def2-TZVPD basis set, OMol25).

Geometry (Å):
S: 4.7657 0.7022 0.1879
O: 3.2849 -2.9844 -0.0747
O: -2.6662 -1.6421 0.6072
O: -4.9185 -0.4970 0.4855
O: -0.7028 3.4304 -1.5585
N: 2.4245 1.1300 1.2978
N: 0.3964 2.3867 0.0951
N: 1.1120 -2.5583 -0.5799
C: 3.9474 1.9282 -0.5341
C: -0.4550 -2.3084 1.3208
C: -1.6879 -2.2390 0.2581
C: 2.5515 -2.5797 -0.8616
C: -0.6387 2.7685 -0.6261
C: -1.7039 0.5715 -0.0728
C: -4.0121 0.2454 0.2106
C: 0.7083 -3.0676 0.5568
C: 2.7691 2.0118 0.3529
C: -6.3480 -0.1070 0.5730
C: -3.1872 2.3224 -0.3380
C: 3.6375 0.1771 1.3560
C: -1.9431 1.7631 -0.1331
C: 3.0529 -1.5215 -2.1908
C: -1.3354 -2.2495 -1.3533
C: -2.8167 -0.2464 0.1981
C: 1.7527 3.0542 -0.3091
C: 2.0962 4.0842 0.8477
C: 0.1840 -1.8784 -1.6599
C: -4.2037 1.4359 -0.2519
C: 3.5356 -0.8964 2.2004
H: 3.8732 -1.8671 1.6265
H: -2.0628 -3.3182 0.3528
H: 1.7718 3.4450 -1.2249
H: 1.9587 3.9409 1.7945
H: 2.9629 4.7691 0.5099
H: -3.0776 3.5011 -0.7792
H: -0.5541 -2.7372 2.1203
H: -0.0500 -1.1642 1.0432
H: -6.9076 -1.0272 0.8654
H: 1.6132 -3.1227 1.1313
H: 1.0608 5.0455 0.7038
H: 2.5736 -2.0601 -2.9232
H: 0.2993 -0.8149 -1.3248
H: 2.6924 -0.9991 2.8185
H: -0.7169 0.1269 -0.0261
H: 0.4218 2.0446 0.9292
H: 0.3535 -4.3710 0.2609
H: 0.3291 -2.1014 -2.4749
H: -1.3269 -3.2468 -1.6594
H: 4.4098 -0.6833 2.7281
H: 3.9878 -1.5939 -2.2282
H: -5.1490 1.9599 -0.0599
H: 2.4334 -0.5206 -1.9357
H: -1.9011 -1.8567 -1.8754
H: -6.5252 0.2460 -0.5099
H: -6.5086 0.7873 1.4315
H: 4.4391 2.3821 -1.2983

Calculated values
LUMO: 0.53 eV
HOMO-LUMO gap: 8.5 eV
Spin multiplicity: 1
Relative energy (zero: lowest compared OMol25 entry of this formula, charge and spin): 525.6 kcal per mole

Löwdin charges in e: atom 1 (S): 1.051, atom 2 (O): 0.065, atom 3 (O): 0.052, atom 4 (O): 0.000, atom 5 (O): 0.137, atom 6 (N): 0.121, atom 7 (N): 0.132, atom 8 (N): -0.083, atom 9 (C): -0.369, atom 10 (C): 0.016, atom 11 (C): -0.446, atom 12 (C): -0.364, atom 13 (C): -0.473, atom 14 (C): -0.015, atom 15 (C): -0.472, atom 16 (C): -0.265, atom 17 (C): -0.421, atom 18 (C): 0.007, atom 19 (C): -0.004, atom 20 (C): -0.546, atom 21 (C): -0.162, atom 22 (C): 0.075, atom 23 (C): 0.022, atom 24 (C): -0.045, atom 25 (C): -0.161, atom 26 (C): -0.048, atom 27 (C): -0.010, atom 28 (C): -0.039, atom 29 (C): -0.111, atom 30 (H): 0.125, atom 31 (H): 0.157, atom 32 (H): 0.090, atom 33 (H): -0.020, atom 34 (H): 0.098, atom 35 (H): 0.195, atom 36 (H): 0.005, atom 37 (H): 0.163, atom 38 (H): 0.091, atom 39 (H): 0.089, atom 40 (H): 0.169, atom 41 (H): 0.019, atom 42 (H): 0.115, atom 43 (H): 0.087, atom 44 (H): 0.099, atom 45 (H): 0.039, atom 46 (H): 0.193, atom 47 (H): -0.023, atom 48 (H): 0.100, atom 49 (H): 0.069, atom 50 (H): -0.037, atom 51 (H): 0.126, atom 52 (H): 0.122, atom 53 (H): -0.016, atom 54 (H): 0.113, atom 55 (H): 0.156, atom 56 (H): 0.029



Entry 3:
# C18H10AsCl2F6N4O2Se2Te2Zr

A structure of composition C18H10AsCl2F6N4O2Se2Te2Zr (ωB97M-V with the def2-TZVPD basis set, OMol25).

Geometry (Å):
Te: -4.8438 -2.1546 -0.6338
Te: -3.1676 -4.1765 -0.1599
Zr: -0.5988 -0.6039 -0.3431
Se: -3.3569 -0.2394 -1.0656
Se: -1.2684 -3.0701 0.8861
As: -0.4229 -1.9667 -3.4259
Cl: 5.5621 -3.2288 1.0728
Cl: 6.0241 -1.7727 -1.7146
F: 0.2050 -2.2173 -1.7200
F: -1.9119 -2.6036 -2.8470
F: -0.8967 -0.3734 -2.6956
F: -1.1234 -1.5287 -4.9083
F: 0.1067 -3.5210 -3.8596
F: 1.0860 -1.2720 -3.8132
O: 2.5271 2.1173 -1.5717
O: 1.7837 -0.4730 3.2344
N: -0.8066 1.7548 -0.5835
N: -1.4329 -0.0025 1.8641
N: 0.9210 -0.9410 1.1402
N: 1.2898 0.2221 -1.0830
C: -2.0527 0.5796 4.5147
C: 3.1651 -2.0208 1.0861
C: 1.4846 1.5251 -1.3684
C: 2.1900 -1.2015 0.5501
C: -1.0012 4.3369 -1.5978
C: -2.6786 0.3281 2.2253
C: 0.1391 3.5838 -1.8089
C: -3.0250 0.6262 3.5309
C: 4.3510 -2.1977 0.3904
C: 4.5536 -1.5589 -0.8290
C: 0.2011 2.3146 -1.2713
C: -0.5068 -0.0789 2.8316
C: 0.8713 -0.5289 2.4359
C: -0.7683 0.2136 4.1557
C: -1.8904 2.5109 -0.3480
C: 2.3911 -0.5609 -0.6714
C: 3.5724 -0.7392 -1.3654
C: -2.0232 3.7975 -0.8297
H: -1.0879 5.3339 -2.0091
H: 1.0006 3.9495 -2.3485
H: -2.2939 0.8126 5.5435
H: -2.9226 4.3547 -0.6105
H: 3.7317 -0.2459 -2.3122
H: -3.4155 0.3383 1.4351
H: 0.0467 0.1363 4.8609
H: 3.0178 -2.5072 2.0385
H: -4.0491 0.8861 3.7590
H: -2.6763 2.0630 0.2397

Calculated values
LUMO (alpha / beta): -1.42 / -2.98 eV
HOMO-LUMO gap (alpha / beta): 6.8 / 5.2 eV
Spin multiplicity: 2
Relative energy (zero: lowest compared OMol25 entry of this formula, charge and spin): 0.0 kcal per mole

Löwdin charges in e: atom 1 (Te): 0.292, atom 2 (Te): 0.357, atom 3 (Zr): 1.439, atom 4 (Se): -0.016, atom 5 (Se): -0.032, atom 6 (As): 0.766, atom 7 (Cl): 0.673, atom 8 (Cl): 0.678, atom 9 (F): -0.381, atom 10 (F): -0.306, atom 11 (F): -0.391, atom 12 (F): -0.186, atom 13 (F): -0.187, atom 14 (F): -0.192, atom 15 (O): 0.096, atom 16 (O): 0.098, atom 17 (N): -0.010, atom 18 (N): -0.030, atom 19 (N): -0.110, atom 20 (N): -0.062, atom 21 (C): -0.026, atom 22 (C): -0.028, atom 23 (C): -0.459, atom 24 (C): -0.219, atom 25 (C): -0.020, atom 26 (C): -0.164, atom 27 (C): 0.026, atom 28 (C): -0.031, atom 29 (C): -0.670, atom 30 (C): -0.667, atom 31 (C): -0.168, atom 32 (C): -0.193, atom 33 (C): -0.469, atom 34 (C): 0.024, atom 35 (C): -0.171, atom 36 (C): -0.226, atom 37 (C): -0.024, atom 38 (C): -0.030, atom 39 (H): 0.118, atom 40 (H): 0.129, atom 41 (H): 0.117, atom 42 (H): 0.114, atom 43 (H): 0.122, atom 44 (H): 0.011, atom 45 (H): 0.127, atom 46 (H): 0.119, atom 47 (H): 0.114, atom 48 (H): 0.047



Entry 4:
# C10H14N2O2

The molecule C10H14N2O2 in a non-equilibrium geometry (ωB97M-V with the def2-TZVPD basis set, OMol25).

Geometry (Å):
O: 0.0157 1.8022 -2.4303
O: 0.9362 -0.2032 -2.3061
N: -0.0392 0.5737 -2.2878
N: -0.2518 -0.6884 0.1607
C: -2.4658 0.6421 -2.8135
C: 2.5546 1.2456 1.5770
C: -1.4992 -0.2090 -0.4537
C: 1.2960 0.3287 3.4213
C: 1.6361 0.7209 0.6805
C: 0.0467 -2.1056 -0.0197
C: -1.4490 -0.1152 -1.9751
C: 0.3802 -0.2269 2.5274
C: 0.5089 -0.0069 1.1315
C: 2.4051 1.0507 2.9524
H: -3.2518 -0.0487 -3.1637
H: 3.1356 1.4687 3.6527
H: 1.1655 0.1812 4.4960
H: -0.7993 -2.7672 0.2571
H: 0.8982 -2.3550 0.6299
H: -1.3535 -1.1255 -2.4002
H: -2.9874 1.4799 -2.3299
H: 0.3427 -2.2816 -1.0665
H: -1.9095 1.0011 -3.6915
H: -1.7313 0.7922 -0.0510
H: -0.4490 -0.8469 2.8790
H: 1.7735 0.8182 -0.3950
H: 3.4084 1.7939 1.1800
H: -2.3163 -0.9190 -0.1617

Calculated values
SMILES: C[C@H](CN(C)c1ccccc1)[N+](=O)[O-]
LUMO: 0.34 eV
HOMO-LUMO gap: 8.7 eV
Spin multiplicity: 1
Relative energy (zero: lowest compared OMol25 entry of this formula, charge and spin): 54.4 kcal per mole

Löwdin charges in e: atom 1 (O): 0.058, atom 2 (O): 0.033, atom 3 (N): -0.322, atom 4 (N): -0.194, atom 5 (C): -0.050, atom 6 (C): -0.086, atom 7 (C): -0.126, atom 8 (C): -0.094, atom 9 (C): -0.011, atom 10 (C): -0.064, atom 11 (C): -0.224, atom 12 (C): -0.024, atom 13 (C): -0.250, atom 14 (C): -0.092, atom 15 (H): 0.086, atom 16 (H): 0.102, atom 17 (H): 0.100, atom 18 (H): 0.086, atom 19 (H): 0.098, atom 20 (H): 0.141, atom 21 (H): 0.087, atom 22 (H): 0.074, atom 23 (H): 0.087, atom 24 (H): 0.139, atom 25 (H): 0.113, atom 26 (H): 0.093, atom 27 (H): 0.104, atom 28 (H): 0.134